# 1
Here is C37H36ClMoN2P2S as an isolated structure at a distorted geometry from the OMol25 dataset. Energies are from ωB97M-V/def2-TZVPD.

Output
E_LUMO (alpha / beta): -11.83 / -10.54 eV
F_max: 0.0896 Eh/bohr
Total charge: +3
Multiplicity: 3
Expectation value of S²: 2.25

Cartesian coordinates (Å):
Mo1 0.639 -0.012 -0.425
Cl1 -0.372 -0.086 -2.591
P1 -0.014 2.389 -0.363
P2 0.017 -2.377 -0.219
C1 0.055 3.358 1.170
C2 -1.516 3.093 -1.099
C3 1.386 3.048 -1.352
C4 1.546 -3.266 -0.609
C5 -0.546 -3.206 1.286
C6 -1.208 -2.959 -1.451
C7 1.172 4.121 1.523
C8 1.227 4.741 2.772
C9 0.162 4.583 3.670
C10 -0.966 3.827 3.318
C11 -1.020 3.226 2.066
H1 1.963 4.295 0.802
H2 2.088 5.370 3.025
H3 0.214 5.055 4.652
H4 -1.822 3.754 4.002
H5 -1.926 2.709 1.760
C12 2.660 2.529 -1.083
C13 3.757 3.015 -1.799
C14 3.568 3.979 -2.781
C15 2.295 4.458 -3.081
C16 1.188 3.979 -2.384
H6 2.799 1.769 -0.296
H7 4.749 2.644 -1.556
H8 4.424 4.341 -3.331
H9 2.157 5.220 -3.842
H10 0.191 4.371 -2.586
C17 -1.948 4.392 -0.782
C18 -3.126 4.899 -1.333
C19 -3.880 4.109 -2.207
C20 -3.458 2.818 -2.543
C21 -2.286 2.324 -1.986
H11 -1.371 5.013 -0.102
H12 -3.446 5.915 -1.080
H13 -4.793 4.503 -2.632
H14 -4.021 2.196 -3.248
H15 -1.937 1.333 -2.265
C22 -1.800 -3.829 1.380
C23 -2.204 -4.405 2.584
C24 -1.364 -4.327 3.704
C25 -0.122 -3.682 3.624
C26 0.275 -3.113 2.422
H16 -2.416 -3.946 0.495
H17 -3.160 -4.940 2.635
H18 -1.685 -4.754 4.653
H19 0.569 -3.687 4.478
H20 1.277 -2.701 2.346
C27 2.553 -2.616 -1.320
C28 3.760 -3.260 -1.575
C29 3.959 -4.561 -1.102
C30 2.951 -5.229 -0.399
C31 1.740 -4.582 -0.150
H21 2.398 -1.612 -1.695
H22 4.537 -2.753 -2.154
H23 4.906 -5.056 -1.287
H24 3.099 -6.254 -0.050
H25 0.955 -5.104 0.392
C32 -0.957 -4.084 -2.247
C33 -1.916 -4.472 -3.182
C34 -3.086 -3.735 -3.329
C35 -3.323 -2.600 -2.551
C36 -2.381 -2.209 -1.606
H26 -0.041 -4.656 -2.110
H27 -1.729 -5.362 -3.779
H28 -3.814 -4.030 -4.068
H29 -4.232 -2.013 -2.647
H30 -2.561 -1.332 -0.980
H31 2.628 -0.006 -2.370
H32 1.853 -0.003 -2.141
N1 -0.794 -0.730 4.100
C37 0.119 -0.064 3.374
N2 1.032 0.570 4.130
S1 0.008 0.027 1.735
H33 -0.746 -0.811 5.120
H34 -1.566 -1.242 3.660
H35 1.695 1.189 3.740
H36 0.980 0.503 5.149

Atom charges from the Löwdin analysis, given in e for atoms 1 to 5:
1. Mo 0.684
2. Cl 0.261
3. P 0.979
4. P 0.964
5. C -0.401

=====

# 2
Here is C37H36F3GeI2NNiO6S as an isolated structure from the OMol25 dataset. Energies are from ωB97M-V/def2-TZVPD.

Output
E_LUMO (alpha / beta): 3.29 / 3.29 eV
F_max: 0.0134 Eh/bohr
Total charge: -2
Multiplicity: 3
Expectation value of S²: 2.01

Cartesian coordinates (Å):
Ni1 -0.592 -0.708 0.011
I1 -3.119 2.872 -2.992
C1 -2.304 3.046 -1.091
C2 -2.414 4.253 -0.397
C3 -1.942 4.397 0.884
I2 -2.180 6.236 1.844
C4 -1.313 3.304 1.534
C5 -0.833 3.298 2.864
C6 -0.246 2.177 3.379
C7 -0.093 1.044 2.557
N1 -0.520 1.028 1.320
C8 -1.158 2.105 0.807
C9 -1.706 1.900 -0.534
O1 -1.644 0.768 -1.078
H1 -2.893 5.090 -0.888
H2 -0.950 4.187 3.471
H3 0.110 2.145 4.400
H4 0.392 0.144 2.912
C10 -3.549 -1.670 1.907
Ge1 -1.894 -2.600 2.410
C11 -1.670 -1.987 4.307
C12 -2.205 -4.527 2.631
C13 -0.281 -2.099 1.496
H5 -4.246 -1.674 2.749
H6 -4.012 -2.135 1.038
H7 -3.318 -0.629 1.660
H8 -2.503 -2.327 4.931
H9 -1.639 -0.894 4.364
H10 -0.741 -2.377 4.730
H11 -3.006 -4.726 3.348
H12 -1.281 -4.973 3.007
H13 -2.456 -4.978 1.672
H14 0.170 -2.952 0.985
H15 0.411 -1.782 2.287
O2 3.783 -1.744 1.003
S1 3.030 -0.494 1.292
C14 3.812 0.160 2.795
C15 3.326 1.305 3.410
C16 3.909 1.753 4.585
C17 4.969 1.050 5.148
C18 5.440 -0.100 4.531
C19 4.859 -0.552 3.352
C20 3.696 0.774 0.207
C21 2.983 1.947 0.018
C22 3.491 2.911 -0.835
C23 4.689 2.687 -1.502
C24 5.374 1.495 -1.326
C25 4.874 0.524 -0.468
H16 2.501 1.853 2.970
H17 3.535 2.650 5.063
H18 5.418 1.395 6.071
H19 6.262 -0.652 4.972
H20 5.192 -1.452 2.851
H21 2.021 2.083 0.498
H22 2.932 3.822 -1.009
H23 5.071 3.433 -2.189
H24 6.292 1.311 -1.869
H25 5.359 -0.435 -0.338
F1 1.530 -3.029 -1.351
C26 1.837 -2.219 -2.367
F2 3.086 -2.564 -2.770
F3 1.015 -2.515 -3.393
C27 1.776 -0.698 -2.014
O3 2.327 0.039 -2.823
O4 1.218 -0.398 -0.923
C28 -3.267 -5.138 -6.639
C29 -2.967 -4.586 -5.269
C30 -3.189 -3.250 -4.970
C31 -2.913 -2.724 -3.710
C32 -3.141 -1.260 -3.443
C33 -2.424 -3.570 -2.714
C34 -2.198 -4.920 -2.991
C35 -1.624 -5.841 -1.946
C36 -2.466 -5.407 -4.265
C37 -2.091 -3.010 -1.340
O5 -2.668 -3.496 -0.354
O6 -1.267 -2.056 -1.357
H26 -3.400 -4.334 -7.364
H27 -4.182 -5.738 -6.637
H28 -2.458 -5.781 -6.992
H29 -3.572 -2.588 -5.742
H30 -3.641 -0.789 -4.292
H31 -2.203 -0.741 -3.245
H32 -3.754 -1.108 -2.552
H33 -0.608 -5.534 -1.682
H34 -1.590 -6.867 -2.317
H35 -2.209 -5.797 -1.029
H36 -2.275 -6.456 -4.479

Atom charges from the Löwdin analysis, given in e for atoms 1 to 5:
1. Ni 0.624
2. I 0.866
3. C -0.659
4. C -0.257
5. C -0.700

=====

# 3
Here is C37H36MoN5O6S2 as an isolated structure at a distorted geometry from the OMol25 dataset. Energies are from ωB97M-V/def2-TZVPD.

Output
E_LUMO (alpha / beta): -4.11 / -4.18 eV
F_max: 0.0870 Eh/bohr
Total charge: +1
Multiplicity: 3
Expectation value of S²: 2.07

Cartesian coordinates (Å):
Mo1 1.112 -0.800 -0.385
C1 -5.595 -2.596 -0.708
C2 -4.235 -2.253 -0.183
C3 -4.077 -1.346 0.849
C4 -2.811 -1.003 1.370
C5 -2.623 -0.196 2.500
N1 -3.469 0.747 2.962
C6 -4.161 1.669 2.079
C7 -3.146 2.510 1.289
C8 -2.257 3.382 2.197
N2 -1.047 3.734 1.487
C9 0.048 2.970 1.486
C10 0.468 2.082 2.501
C11 0.274 2.267 3.883
C12 0.748 1.359 4.813
C13 0.632 1.607 6.285
C14 1.357 0.190 4.366
C15 1.515 -0.093 3.004
C16 2.113 -1.333 2.612
N3 2.103 -1.864 1.440
C17 2.815 -3.121 1.286
C18 2.908 -3.590 -0.162
C19 1.541 -3.927 -0.743
N4 0.559 -2.868 -0.549
C20 -0.673 -3.267 -0.659
C21 -1.820 -2.536 -0.261
C22 -3.106 -2.881 -0.697
C23 -1.633 -1.528 0.728
O1 -0.464 -1.098 1.050
C24 1.147 0.895 2.045
O2 1.369 0.743 0.801
H1 -6.373 -2.082 -0.151
H2 -5.771 -3.668 -0.648
H3 -5.686 -2.307 -1.753
H4 -4.956 -0.957 1.338
H5 -1.716 -0.361 3.070
H6 -3.211 1.154 3.850
H7 -4.812 2.302 2.686
H8 -4.775 1.121 1.366
H9 -3.673 3.131 0.564
H10 -2.500 1.818 0.736
H11 -1.976 2.821 3.087
H12 -2.783 4.292 2.497
H13 -1.205 4.293 0.657
H14 0.657 2.994 0.588
H15 -0.170 3.189 4.230
H16 0.151 2.557 6.494
H17 1.621 1.619 6.739
H18 0.062 0.812 6.763
H19 1.704 -0.528 5.095
H20 2.601 -1.875 3.431
H21 2.312 -3.899 1.875
H22 3.830 -3.013 1.689
H23 3.510 -4.501 -0.198
H24 3.409 -2.840 -0.772
H25 1.168 -4.832 -0.248
H26 1.643 -4.139 -1.815
H27 -0.860 -4.277 -1.026
H28 -3.210 -3.638 -1.461
S1 -0.980 0.265 -1.212
C25 -1.173 -0.129 -2.898
C26 -2.360 0.229 -3.538
C27 -2.565 -0.099 -4.861
C28 -1.575 -0.773 -5.568
C29 -0.403 -1.142 -4.944
C30 -0.199 -0.842 -3.597
S2 1.237 -1.447 -2.808
H29 -3.107 0.757 -2.967
H30 -3.493 0.168 -5.344
H31 -1.729 -1.017 -6.608
H32 0.371 -1.676 -5.474
O3 3.007 -0.779 -0.671
C31 4.005 -0.216 -1.194
C32 3.924 0.892 -2.060
C33 5.065 1.357 -2.733
C34 4.979 2.442 -3.571
C35 3.757 3.123 -3.736
C36 2.637 2.705 -3.083
C37 2.652 1.562 -2.224
O4 1.593 1.184 -1.641
N5 6.141 2.880 -4.296
O5 6.045 3.881 -4.974
O6 7.148 2.212 -4.184
H33 4.999 -0.620 -0.956
H34 6.012 0.852 -2.606
H35 3.737 3.974 -4.400
H36 1.695 3.212 -3.223

Atom charges from the Löwdin analysis, given in e for atoms 1 to 5:
1. Mo 1.625
2. C -0.044
3. C -0.271
4. C 0.016
5. C -0.157

=====

# 4
Here is C37H36N4O3P2Re as an isolated structure at a distorted geometry from the OMol25 dataset. Energies are from ωB97M-V/def2-TZVPD.

Output
E_LUMO (alpha / beta): -12.73 / -13.34 eV
F_max: 0.0232 Eh/bohr
Total charge: +4
Multiplicity: 4
Expectation value of S²: 3.78

Cartesian coordinates (Å):
Re1 0.076 0.619 -0.016
O1 -0.109 -1.144 -1.258
C1 0.969 -2.119 -1.155
C2 1.486 -2.040 0.255
C3 2.142 -3.103 0.836
C4 2.573 -3.001 2.154
C5 2.314 -1.832 2.862
C6 1.666 -0.799 2.229
N1 1.266 -0.881 0.934
H1 -0.849 -1.436 -1.863
H2 1.736 -1.868 -1.890
H3 0.569 -3.108 -1.373
H4 2.295 -4.013 0.271
H5 3.083 -3.831 2.628
H6 2.608 -1.723 3.897
H7 1.458 0.128 2.747
N2 1.184 3.536 -0.021
P1 -0.312 3.034 -0.585
C7 -1.586 3.892 0.278
C8 -2.900 3.860 -0.211
C9 -3.890 4.549 0.465
C10 -3.581 5.264 1.619
C11 -2.279 5.293 2.109
C12 -1.277 4.605 1.447
C13 -0.499 3.151 -2.345
C14 0.067 2.163 -3.166
C15 -0.014 2.269 -4.541
C16 -0.648 3.375 -5.106
C17 -1.201 4.364 -4.302
C18 -1.138 4.256 -2.920
P2 1.934 2.157 0.547
C19 2.602 2.384 2.165
C20 1.731 2.623 3.239
C21 2.249 2.891 4.490
C22 3.632 2.930 4.673
C23 4.496 2.699 3.612
C24 3.991 2.419 2.351
C25 3.123 1.566 -0.643
C26 3.955 0.471 -0.334
C27 4.906 0.060 -1.246
C28 5.038 0.724 -2.466
C29 4.218 1.801 -2.777
C30 3.256 2.225 -1.874
H8 1.587 4.467 -0.085
H9 -3.131 3.329 -1.127
H10 -4.903 4.552 0.083
H11 -4.359 5.812 2.134
H12 -2.045 5.865 2.997
H13 -0.261 4.652 1.818
H14 0.604 1.317 -2.740
H15 0.418 1.509 -5.179
H16 -0.702 3.469 -6.183
H17 -1.678 5.224 -4.751
H18 -1.569 5.032 -2.301
H19 0.655 2.606 3.093
H20 1.589 3.078 5.326
H21 4.033 3.147 5.655
H22 5.566 2.745 3.764
H23 4.671 2.261 1.524
H24 3.891 -0.019 0.629
H25 5.568 -0.761 -1.004
H26 5.800 0.409 -3.169
H27 4.345 2.326 -3.715
H28 2.641 3.082 -2.121
O2 -5.526 -0.020 -3.668
C31 -5.656 -1.395 -3.448
N3 -4.335 -2.042 -3.369
C32 -3.308 -1.591 -2.661
O3 -2.136 -1.969 -2.798
C33 -3.481 -0.599 -1.519
C34 -4.387 -0.594 -0.465
C35 -4.072 0.120 0.698
C36 -2.836 0.718 0.824
N4 -1.975 0.712 -0.227
C37 -2.359 0.177 -1.387
H29 -5.659 0.188 -4.599
H30 -6.208 -1.907 -4.233
H31 -6.195 -1.545 -2.514
H32 -4.079 -2.703 -4.095
H33 -5.295 -1.182 -0.492
H34 -4.753 0.129 1.538
H35 -2.502 1.185 1.742
H36 -1.676 0.244 -2.220

Atom charges from the Löwdin analysis, given in e for atoms 1 to 5:
1. Re 1.489
2. O -0.220
3. C -0.062
4. C -0.224
5. C 0.047

=====

# 5
Here is C37H36N5PPtS3 as an isolated structure from the OMol25 dataset. Energies are from ωB97M-V/def2-TZVPD.

Output
E_LUMO: -6.02 eV
F_max: 0.0022 Eh/bohr
Total charge: +2

Cartesian coordinates (Å):
Pt1 -0.245 -0.508 -0.300
N1 -1.333 2.736 2.309
C1 -0.774 1.615 1.830
S1 -1.878 0.434 1.099
N2 0.507 1.416 1.947
N3 0.799 0.142 1.454
C2 1.297 -0.744 2.242
C3 1.907 -0.445 3.547
C4 1.539 -1.156 4.689
C5 2.126 -0.858 5.908
C6 3.097 0.129 5.988
C7 3.471 0.837 4.851
C8 2.869 0.562 3.637
C9 1.068 -2.143 1.803
C10 1.727 -3.230 2.346
C11 1.318 -4.512 1.995
C12 0.251 -4.662 1.130
C13 -0.336 -3.528 0.590
N4 0.067 -2.302 0.907
H1 -2.321 2.888 2.211
H2 -0.819 3.303 2.964
H3 0.774 -1.921 4.634
H4 1.824 -1.396 6.796
H5 3.562 0.353 6.938
H6 4.224 1.610 4.918
H7 3.134 1.132 2.755
H8 2.533 -3.071 3.048
H9 1.818 -5.377 2.409
H10 -0.124 -5.639 0.858
H11 -1.153 -3.607 -0.113
C14 0.605 4.653 -1.884
C15 -0.758 4.129 -1.503
C16 -1.739 5.094 -1.262
C17 -3.057 4.771 -1.002
C18 -3.457 3.442 -1.008
C19 -2.510 2.465 -1.224
C20 -1.158 2.779 -1.429
P1 -0.176 1.293 -1.758
C21 1.591 1.707 -1.842
C22 2.050 2.277 -0.648
C23 3.376 2.640 -0.483
C24 4.263 2.435 -1.531
C25 3.816 1.857 -2.708
C26 2.484 1.482 -2.904
C27 2.110 0.909 -4.244
C28 -0.934 0.608 -3.228
C29 -1.065 1.322 -4.420
C30 -1.719 0.742 -5.487
C31 -2.258 -0.537 -5.354
C32 -2.178 -1.215 -4.151
C33 -1.527 -0.637 -3.061
C34 -1.563 -1.288 -1.705
H12 0.498 5.670 -2.255
H13 1.082 4.067 -2.666
H14 1.287 4.688 -1.035
H15 -1.452 6.137 -1.314
H16 -3.778 5.559 -0.831
H17 -4.493 3.172 -0.859
H18 -2.826 1.429 -1.250
H19 1.356 2.455 0.166
H20 3.700 3.103 0.440
H21 5.300 2.733 -1.437
H22 4.515 1.706 -3.522
H23 3.010 0.655 -4.800
H24 1.555 1.635 -4.838
H25 1.495 0.016 -4.160
H26 -0.662 2.325 -4.507
H27 -1.818 1.278 -6.421
H28 -2.768 -0.993 -6.192
H29 -2.642 -2.189 -4.047
H30 -1.347 -2.354 -1.799
H31 -2.565 -1.192 -1.280
S2 1.336 -1.641 -1.727
C35 2.904 -1.510 -1.090
N5 3.340 -0.666 -0.185
C36 4.789 -0.631 0.034
C37 5.316 -1.984 -0.434
S3 4.132 -2.565 -1.694
H32 2.751 0.103 0.121
H33 4.998 -0.461 1.089
H34 5.210 0.189 -0.549
H35 5.346 -2.717 0.369
H36 6.302 -1.903 -0.882

Atom charges from the Löwdin analysis, given in e for atoms 1 to 5:
1. Pt 0.898
2. N 0.128
3. C -0.782
4. S 0.707
5. N 0.012

=====

- Among the records above, which one has the highest total charge?
  C37H36N4O3P2Re